(1)
Computed, not measured: a single C3H2N2O3 molecule, with ωB97M-V/def2-TZVPD.

```
! wB97M-V def2-TZVPD RIJCOSX def2/J DEFGRID3
* xyz 0 1
C -0.0016 0.0037 0.1168
C -0.8850 1.1378 0.0228
C -2.0935 0.5827 -0.0432
H -0.6306 2.1923 0.0105
H -3.1056 1.0060 -0.1982
N 1.4337 0.0120 -0.0114
N -0.6354 -1.1582 0.0440
O 1.9892 1.1046 -0.0049
O 2.0068 -1.0499 -0.0562
O -1.9924 -0.7448 -0.0164
*
```

Its SMILES is O=[N+]([O-])c1ccon1. For the LUMO energy, the calculation gives -0.94 eV. The calculation puts the strongest force on any atom at 2.39 eV/Å. The energy relative to the best compared isomer or geometry (same formula, charge and spin) comes out at 137.1 kcal/mol. The HOMO-LUMO gap comes out at 0.373 Eh.

And the Löwdin charges, in e, turn out to be:
1 C -0.211
2 C 0.018
3 C -0.114
4 H 0.123
5 H 0.152
6 N -0.348
7 N 0.201
8 O 0.087
9 O 0.112
10 O -0.019

***

(2)
Computed, not measured: 3 unconnected molecules or ions with the total composition C3H2N2O3, with ωB97M-V/def2-TZVPD.

```
! wB97M-V def2-TZVPD RIJCOSX def2/J DEFGRID3
* xyz 0 1
C -0.9022 -0.5340 -0.6108
C -0.6952 -2.0966 1.0953
C 2.3587 0.9466 -0.7323
N -1.3920 1.4901 0.4621
N -1.1102 0.4520 -0.0210
O 2.0641 1.9430 -0.2100
O -1.6211 -2.7780 1.1951
O 2.7556 0.0484 -1.3299
H -0.5255 -1.3997 -1.1103
H -0.9323 1.9281 1.2619
*
```

For the LUMO energy, the calculation gives 0.45 eV. The calculation puts the strongest force on any atom at 5.00 eV/Å. The energy relative to the best compared isomer or geometry (same formula, charge and spin) comes out at 104.6 kcal/mol. The HOMO-LUMO gap comes out at 0.336 Eh.

And the Löwdin charges, in e, turn out to be:
1 C 0.018
2 C -0.017
3 C -0.428
4 N 0.072
5 N -0.243
6 O 0.193
7 O 0.036
8 O 0.209
9 H 0.074
10 H 0.084

***

(3)
Computed, not measured: 2 unconnected molecules or ions with the total composition C3H2N2O3S, with ωB97M-V/def2-TZVPD.

```
! wB97M-V def2-TZVPD RIJCOSX def2/J DEFGRID3
* xyz 0 1
C -1.8551 0.4359 0.0779
C -1.9649 -0.8947 -0.0875
C -0.4813 0.8867 0.0336
N 3.2234 0.8212 -0.6168
N 3.2926 -0.0502 0.0578
O 0.0041 1.9790 0.0949
O 3.3767 -0.9622 0.7573
O 0.3503 -0.2232 -0.1387
S -0.4303 -1.6438 -0.2520
H -2.6576 1.1346 0.2080
H -2.8579 -1.4832 -0.1345
*
```

Its SMILES is N#[N+][O-].O=c1ccso1. For the LUMO energy, the calculation gives 0.26 eV. The calculation puts the strongest force on any atom at 2.94 eV/Å. The energy relative to the best compared isomer or geometry (same formula, charge and spin) comes out at 21.6 kcal/mol. The HOMO-LUMO gap comes out at 0.349 Eh.

And the Löwdin charges, in e, turn out to be:
1 C -0.075
2 C -0.353
3 C -0.544
4 N 0.251
5 N -0.333
6 O 0.113
7 O 0.096
8 O -0.389
9 S 1.035
10 H 0.120
11 H 0.079

***

(4)
Computed, not measured: a single C3H2N2O3S2 molecule, with ωB97M-V/def2-TZVPD.

```
! wB97M-V def2-TZVPD RIJCOSX def2/J DEFGRID3
* xyz 0 1
C -1.4920 0.3584 0.0381
C -0.1278 0.6897 -0.0012
C 0.4869 -0.5388 -0.0074
N -0.3394 -1.5630 0.0934
N -1.5572 -0.9886 0.1544
O -0.7876 3.1269 -0.5193
O 2.7117 -1.8153 -1.0122
O 3.0368 0.1183 0.4951
S 0.3743 2.4249 0.1175
S 2.3130 -1.1558 0.1892
H -2.3956 1.0449 0.0949
H -2.2232 -1.7016 0.3576
*
```

For the LUMO energy (spin up / spin down), the calculation gives -1.52 / -2.75 eV. The calculation puts the strongest force on any atom at 4.03 eV/Å. The energy relative to the best compared isomer or geometry (same formula, charge and spin) comes out at 0.0 kcal/mol. The HOMO-LUMO gap (spin up / spin down) comes out at 0.317 / 0.232 Eh.

And the Löwdin charges, in e, turn out to be:
1 C -0.075
2 C -0.436
3 C -0.371
4 N 0.043
5 N 0.004
6 O -0.558
7 O -0.359
8 O -0.397
9 S 0.967
10 S 0.874
11 H 0.154
12 H 0.155

***

(5)
Computed, not measured: 2 unconnected molecules or ions with the total composition C3H2N2O4, with ωB97M-V/def2-TZVPD.

```
! wB97M-V def2-TZVPD RIJCOSX def2/J DEFGRID3
* xyz 0 1
C 1.1815 1.5873 -0.1269
C 2.0162 0.5337 0.0076
C -1.3899 -0.4003 -0.1361
N 0.5520 2.5542 -0.1192
N 2.3079 -0.5672 0.0718
O 2.8812 -1.6077 0.1506
O -2.1472 0.6778 0.2495
O -0.3823 -0.3601 -0.8407
O -2.0272 -1.5764 0.2676
H -1.5827 1.4400 0.0264
H -1.4095 -2.2812 0.4495
*
```

Its SMILES is N#CC#[N+][O-].O=C(O)O. For the LUMO energy, the calculation gives -0.33 eV. The calculation puts the strongest force on any atom at 3.50 eV/Å. The energy relative to the best compared isomer or geometry (same formula, charge and spin) comes out at 36.1 kcal/mol. The HOMO-LUMO gap comes out at 0.386 Eh.

And the Löwdin charges, in e, turn out to be:
1 C -0.204
2 C 0.007
3 C -0.520
4 N 0.191
5 N -0.077
6 O 0.093
7 O 0.126
8 O 0.065
9 O 0.112
10 H 0.095
11 H 0.112

***

(6)
Computed, not measured: a single C3H2N2OS molecule, with ωB97M-V/def2-TZVPD.

```
! wB97M-V def2-TZVPD RIJCOSX def2/J DEFGRID3
* xyz 0 1
C -0.2609 -0.0082 -0.3507
C 0.7379 0.4388 1.7268
C 0.8732 -0.3967 0.5101
H -2.0038 1.0714 0.2873
H 1.3305 0.3190 2.5975
N -0.9603 0.8794 0.3872
N -0.3951 1.0844 1.7472
O 1.6267 -1.3000 0.1868
S -0.6846 -0.3087 -1.9148
*
```

Its SMILES is O=C1C=NNC1=S. For the LUMO energy, the calculation gives -2.10 eV. The calculation puts the strongest force on any atom at 2.99 eV/Å. The energy relative to the best compared isomer or geometry (same formula, charge and spin) comes out at 33.6 kcal/mol. The HOMO-LUMO gap comes out at 0.262 Eh.

And the Löwdin charges, in e, turn out to be:
1 C -0.777
2 C -0.056
3 C -0.376
4 H 0.173
5 H 0.110
6 N -0.040
7 N 0.121
8 O 0.124
9 S 0.720

***

(7)
Computed, not measured: a molecular structure, C3H2N2OS, with ωB97M-V/def2-TZVPD.

```
! wB97M-V def2-TZVPD RIJCOSX def2/J DEFGRID3
* xyz 0 1
C -1.0946 0.7706 0.0457
C 0.1973 -1.0167 -0.0832
C 0.3164 0.3887 -0.0865
H -1.4963 1.2332 0.9537
H -1.5245 1.3252 -0.8373
N 1.3078 -1.6817 0.0006
N 1.6534 0.5951 -0.0405
O 2.2149 -0.5991 0.0538
S -1.5745 -1.0154 -0.0062
*
```

For the LUMO energy, the calculation gives 0.24 eV. The calculation puts the strongest force on any atom at 4.78 eV/Å. The energy relative to the best compared isomer or geometry (same formula, charge and spin) comes out at 83.5 kcal/mol. The HOMO-LUMO gap comes out at 0.365 Eh.

And the Löwdin charges, in e, turn out to be:
1 C -0.348
2 C -0.597
3 C -0.338
4 H 0.087
5 H 0.102
6 N 0.135
7 N 0.117
8 O -0.102
9 S 0.944

***

(8)
Computed, not measured: a single C3H2N2OS2 molecule, with ωB97M-V/def2-TZVPD.

```
! wB97M-V def2-TZVPD RIJCOSX def2/J DEFGRID3
* xyz 0 1
C -1.4708 0.4597 -0.0029
C -0.1612 0.1298 -0.0080
C 2.2685 -0.1489 -0.0030
H -3.2923 -0.0444 0.0158
H -1.7683 1.4997 0.0170
N 1.4971 -1.3578 0.0021
N 0.2607 -1.2010 -0.0068
O -2.4261 -0.4641 -0.0065
S 1.2046 1.2456 -0.0042
S 3.8877 -0.1186 -0.0036
*
```

Its SMILES is O/C=C1\N=NC(=S)S1. For the LUMO energy, the calculation gives -1.44 eV. The calculation puts the strongest force on any atom at 0.67 eV/Å. The energy relative to the best compared isomer or geometry (same formula, charge and spin) comes out at 35.3 kcal/mol. The HOMO-LUMO gap comes out at 0.261 Eh.

And the Löwdin charges, in e, turn out to be:
1 C -0.170
2 C -0.574
3 C -1.191
4 H 0.121
5 H 0.128
6 N -0.032
7 N 0.036
8 O 0.071
9 S 0.966
10 S 0.646

***

(9)
Computed, not measured: a single C3H2N2S molecule, with ωB97M-V/def2-TZVPD.

```
! wB97M-V def2-TZVPD RIJCOSX def2/J DEFGRID3
* xyz 0 1
C -1.2075 0.0092 0.0111
C 0.7972 -0.7272 -0.0325
C 0.8111 0.7095 -0.0230
H 1.6227 -1.4497 -0.0111
H 1.6557 1.3839 0.0705
N -0.4610 -1.1335 0.0095
N -0.3893 1.1908 -0.0100
S -2.8289 0.0169 -0.0145
*
```

Its SMILES is S=C1N=CC=N1. For the LUMO energy, the calculation gives -2.45 eV. The calculation puts the strongest force on any atom at 3.17 eV/Å. The energy relative to the best compared isomer or geometry (same formula, charge and spin) comes out at 11.4 kcal/mol. The HOMO-LUMO gap comes out at 0.262 Eh.

And the Löwdin charges, in e, turn out to be:
1 C -0.944
2 C -0.076
3 C -0.132
4 H 0.118
5 H 0.112
6 N 0.039
7 N 0.067
8 S 0.816

***

(10)
Computed, not measured: a single C3H2N2S3 molecule, with ωB97M-V/def2-TZVPD.

```
! wB97M-V def2-TZVPD RIJCOSX def2/J DEFGRID3
* xyz 0 1
C 1.2689 -1.2353 -0.0133
C -0.0144 -0.7955 -0.0189
C -0.5067 0.5997 0.0224
H 3.4739 -1.2907 0.0869
H 1.3881 -2.3062 0.0049
N -1.0461 -1.7682 -0.0022
N -2.1911 -1.3243 0.0037
S 2.7027 -0.2623 0.0001
S -2.2407 0.4103 0.0021
S 0.3699 1.9664 -0.0049
*
```

Its SMILES is S=C1SN=N/C1=C/S. For the LUMO energy, the calculation gives -1.34 eV. The calculation puts the strongest force on any atom at 1.84 eV/Å. The energy relative to the best compared isomer or geometry (same formula, charge and spin) comes out at 1.7 kcal/mol. The HOMO-LUMO gap comes out at 0.273 Eh.

And the Löwdin charges, in e, turn out to be:
1 C -0.409
2 C -0.463
3 C -1.098
4 H -0.154
5 H 0.083
6 N -0.061
7 N -0.292
8 S 0.831
9 S 0.926
10 S 0.637

***

Question: strongest force on any atom of number 7 (C3H2N2OS)?
Answer: 4.78 eV/Å

***

Question: Among the records above, which one has the highest energy relative to the best compared isomer or geometry (same formula, charge and spin)?
Answer: number 1